1.
20
Properties=species:S:1:pos:R:3:forces:R:3 method="wB97M-V/def2-TZVPD" lumo_ha=-0.4315 de_lowest_kcal_mol=0.0 charge=+2 homo_lumo_gap_ev=7.054
C 0.0279 -0.8604 -1.1023 2.34 1.21 1.44
C -1.1369 0.2047 0.7099 -1.02 -2.89 -2.91
C -1.1312 -0.8853 -0.3153 0.18 1.92 0.95
C 0.0983 0.8026 1.0023 2.04 0.36 -0.02
C 1.1926 -0.1641 -0.8379 -0.08 -0.37 -0.36
C -2.1171 0.8447 1.4073 1.59 0.50 1.20
C -0.2377 1.7296 2.1513 -0.55 0.87 0.34
C 2.4800 -0.1495 -1.5917 0.12 0.31 -3.29
N -1.4990 1.7640 2.2847 -0.10 0.92 1.00
N 1.2435 0.6405 0.3365 -4.77 -1.14 0.07
N -2.0763 -1.7490 -0.5456 0.35 0.37 0.84
H 0.0121 -1.5872 -1.8138 0.52 -1.53 -2.53
H -3.1753 0.8209 1.5483 -0.71 -0.52 -0.67
H 0.3762 2.3640 2.7793 0.45 -0.17 -0.19
H 2.9484 0.8563 -1.7924 -0.66 -0.79 0.83
H 3.2015 -0.8256 -1.2309 1.08 -0.58 1.62
H 2.5284 -0.6107 -2.6449 -1.31 0.75 1.25
H 2.0642 1.0833 0.6300 1.73 0.93 0.41
H -1.9525 -2.6291 -1.0471 -0.09 0.44 -0.20
H -2.8472 -1.6497 0.0726 -1.12 -0.61 0.24



2.
21
Properties=species:S:1:pos:R:3:forces:R:3 method="wB97M-V/def2-TZVPD" lumo_ha=-0.0088 de_lowest_kcal_mol=44.8 charge=0 homo_lumo_gap_ev=9.010
C 2.9478 -0.9292 -0.3715 -0.88 0.87 0.87
C -0.0029 1.9997 0.2108 0.26 -1.46 -1.55
C -0.2579 0.9833 -0.9420 -0.40 2.12 1.01
C 0.9540 1.7516 1.0929 -0.69 0.81 -0.11
C -1.3216 -0.8673 0.3164 2.43 -0.89 -1.23
C 1.0068 0.3250 -1.2935 2.17 -3.99 1.05
C 1.9490 0.0487 -0.0590 -1.79 2.79 0.64
C -2.6803 -1.4445 0.6406 1.35 1.05 -0.55
N 3.6400 -1.6858 -0.8637 1.06 -1.05 -0.46
N 1.8670 0.7502 1.0412 2.17 -2.99 -1.62
N -0.1613 -1.3078 0.6779 -1.92 0.71 0.16
O -1.3765 0.1544 -0.5716 -0.80 -0.18 -0.32
H -0.4628 2.9492 0.2234 -1.04 0.60 0.12
H -0.5908 1.5185 -1.8435 -0.31 -0.21 0.46
H 1.0621 2.4062 1.9300 0.25 0.43 0.43
H 0.8580 -0.7528 -1.6419 -0.23 1.46 0.05
H 1.6491 0.7601 -2.0506 -0.29 0.65 -0.24
H -3.0805 -0.5999 1.1865 -0.99 -0.48 0.62
H -3.2854 -1.6904 -0.2284 0.12 0.38 -0.17
H -2.4558 -2.3597 1.1449 -0.45 -0.31 0.93
H -0.2580 -2.0094 1.4010 -0.01 -0.33 -0.09



3.
24
Properties=species:S:1:pos:R:3:forces:R:3 method="wB97M-V/def2-TZVPD" lumo_ha=-0.1546 de_lowest_kcal_mol=45.1 charge=+1 homo_lumo_gap_ev=9.423
C 2.2206 -1.3406 2.5348 0.76 1.37 2.86
C 1.5336 -0.0937 2.7045 0.93 -1.95 -0.73
C 2.5050 -1.7859 1.3037 -0.93 1.53 -1.11
C 0.9494 0.4403 1.5742 -0.22 0.48 0.27
C 2.0168 -1.1949 0.1115 -1.34 -0.92 1.55
C 1.0584 -0.3188 0.4106 -0.56 3.61 -0.77
C -0.5101 1.1766 -3.1631 -2.50 1.39 -1.50
C 0.5722 1.1489 -2.3270 -0.67 -0.67 -0.51
N -1.5578 0.7734 -2.4423 -2.26 0.05 -0.79
N -1.1905 0.4484 -1.2456 1.68 -0.02 -2.21
N -3.7205 0.0683 -0.7265 -0.96 3.29 -1.35
N 0.1407 0.6644 -1.1719 1.67 -1.78 4.06
O -2.1300 1.4855 0.7327 -0.91 0.23 -0.02
O -2.0899 -0.9575 0.8268 -0.30 -0.26 -0.69
S -2.4057 0.2329 0.1307 1.89 0.96 0.54
H 2.8010 -1.8118 3.3910 -1.11 0.72 -1.05
H 1.6823 0.4580 3.6209 -0.53 0.08 0.03
H 3.2548 -2.4591 1.2172 1.86 -2.53 -0.51
H 0.6181 1.4650 1.6844 -0.56 -0.19 -0.66
H 2.1187 -1.7200 -0.7699 0.54 -0.56 -1.99
H -0.7313 1.6666 -4.2052 0.87 -1.38 2.26
H 1.5158 1.3921 -2.7219 1.49 0.07 0.83
H -4.3102 -0.6286 -0.4014 -0.99 -2.12 0.71
H -4.3415 0.8905 -1.0682 2.13 -1.40 0.79



4.
19
Properties=species:S:1:pos:R:3:forces:R:3 method="wB97M-V/def2-TZVPD" lumo_ha=0.0276 de_lowest_kcal_mol=120.1 charge=0 homo_lumo_gap_ev=9.286
C -0.2836 0.4448 1.0781 2.52 4.90 -0.43
C 0.3545 -1.5668 -0.7470 0.52 0.94 -1.32
C 0.9285 1.3404 1.1656 1.04 -1.55 0.57
C 2.3268 -0.4986 0.5783 0.05 0.34 0.09
C 1.3637 -1.1272 -0.0543 0.50 -0.39 0.60
C -1.0202 -1.8344 -0.2701 -1.63 -2.04 0.15
C -1.0847 0.5663 0.0646 -1.60 -2.08 0.74
C -1.1889 1.6455 -0.9398 1.37 0.23 -0.14
N 2.1241 0.8797 1.0065 -0.02 -0.51 -0.44
O -1.8041 -0.6351 -0.1264 -0.41 1.71 -1.14
H -0.2143 -0.3606 1.6819 -0.13 -2.65 1.71
H 0.4550 -1.1988 -1.7917 -0.38 -0.68 0.34
H 0.9674 2.3632 1.4911 -0.66 0.55 0.01
H 3.3384 -0.9511 0.7085 -1.04 0.60 0.16
H -1.6125 -2.3975 -1.0684 0.93 0.45 1.15
H -1.1203 -2.4184 0.7093 0.55 0.70 -1.30
H -0.1149 1.7838 -1.3472 -1.87 -0.46 -0.30
H -1.4098 2.6509 -0.5595 -0.23 -0.44 0.34
H -2.0050 1.3137 -1.5795 0.52 0.38 -0.78



5.
19
Properties=species:S:1:pos:R:3:forces:R:3 method="wB97M-V/def2-TZVPD" lumo_ha="0.0245 / -0.0141" de_lowest_kcal_mol=172.2 charge=0 homo_lumo_gap_ev="8.357 / 6.841"
C -4.1084 1.3471 -0.1708 -0.81 0.60 0.07
C -3.0824 0.7468 -0.0446 1.50 -1.31 -0.17
C 0.2263 2.0305 -0.0543 -2.11 0.73 -0.77
C -1.1179 -0.7812 1.0020 -3.02 -2.51 -1.93
C 0.4025 -0.2125 -0.9926 -0.65 -0.53 -0.09
C -0.9025 -0.8470 -0.5044 -0.96 0.29 -1.92
C -1.9612 0.0062 0.0543 1.89 0.02 1.05
C 2.2420 0.7139 0.3694 -0.33 0.11 1.39
N 0.9257 0.9342 -0.2241 -0.07 -1.55 0.23
O 0.2774 3.1610 0.3492 0.98 -1.20 0.16
H -4.7954 2.1152 -0.1175 -1.16 0.86 -0.14
H -1.5625 -1.6942 1.4112 -0.01 0.44 0.29
H -0.3730 -0.3562 1.5636 1.66 1.14 1.22
H 1.1906 -0.9758 -1.0476 -0.26 0.21 0.35
H 0.1931 -0.0001 -2.0165 0.17 0.94 -0.87
H -1.3704 -1.5661 -1.3446 1.42 0.80 2.46
H 2.6191 -0.2145 -0.0355 0.56 0.26 -0.26
H 2.7197 1.6153 0.0423 1.47 0.10 0.41
H 2.2568 0.5626 1.5053 -0.29 0.60 -1.47



6.
21
Properties=species:S:1:pos:R:3:forces:R:3 method="wB97M-V/def2-TZVPD" lumo_ha="-0.0356 / -0.0402" de_lowest_kcal_mol=102.2 charge=0 homo_lumo_gap_ev="7.573 / 7.410"
C -0.3083 1.8523 0.5384 1.44 2.35 2.64
C 1.4786 0.2622 0.5872 3.12 0.69 1.64
C 0.9960 1.5435 0.9583 -1.81 0.03 -1.93
C 0.5566 -0.5846 0.1876 -1.24 -2.19 -1.36
C -1.2350 1.0425 -0.1120 -0.03 -3.04 -1.61
C -1.6313 -1.5036 -0.5620 0.95 1.59 -2.87
C -0.8670 -2.1907 -1.7081 -1.45 -2.39 -1.80
C 1.8837 2.6382 1.4663 -0.11 0.66 -2.79
N -0.6802 -0.3888 -0.1891 -1.40 0.86 1.16
O -2.2836 1.1774 -0.7024 -0.06 0.98 0.75
O -0.2404 -4.2517 -0.0085 0.03 0.51 -0.45
S 0.4415 -3.3676 -1.0026 -0.75 1.03 -0.28
H -0.5930 2.8339 0.9530 -0.50 -0.43 -0.95
H 2.5660 -0.0214 0.7301 -1.52 0.28 -0.19
H -2.6208 -1.0916 -0.9834 1.73 -0.31 1.11
H -1.7613 -2.2537 0.1845 -0.24 -0.10 0.98
H -1.6039 -2.8149 -2.3551 0.95 0.23 1.56
H -0.4923 -1.6164 -2.5873 0.44 0.36 1.37
H 1.3682 3.5997 1.6195 0.08 -0.52 -0.12
H 2.6693 2.7834 0.6497 -0.83 -0.01 1.17
H 2.3572 2.3518 2.3358 1.20 -0.57 1.94



7.
22
Properties=species:S:1:pos:R:3:forces:R:3 method="wB97M-V/def2-TZVPD" lumo_ha="-0.0584 / -0.0585" de_lowest_kcal_mol=48.2 charge=0 homo_lumo_gap_ev="7.109 / 7.097"
C -1.0803 -2.8556 0.3751 0.19 0.00 -0.26
C -0.8021 -2.8695 -2.0834 -0.16 -0.29 0.20
C -0.2288 -1.8641 -0.0703 -0.88 -1.07 -0.51
C -0.1033 -1.8838 -1.4975 0.36 0.60 0.02
C 0.4327 -0.8869 0.6517 0.32 1.76 -0.59
C 1.1655 -0.3024 1.5389 0.08 0.05 0.08
C 1.5224 1.1450 1.5794 -0.05 0.26 -0.10
C -1.1014 1.0664 -1.4947 -0.75 0.10 -0.35
N 0.2571 0.7523 -1.2212 1.50 -2.14 1.15
O 0.4709 -0.2909 -3.5243 -0.20 -0.15 -0.09
O 2.2009 -0.7172 -1.8166 0.01 -0.04 0.21
S -1.6417 -3.8371 -0.9094 0.43 0.55 0.06
S 0.8279 -0.4619 -2.1422 -0.24 0.43 0.10
H -1.3355 -3.0910 1.3898 -0.10 0.03 0.22
H -0.8944 -3.0918 -3.1271 -0.03 0.04 -0.27
H 1.6053 -0.9127 2.3278 -0.14 -0.29 -0.12
H 2.6065 1.2456 1.5903 0.05 0.00 0.03
H 1.1265 1.6056 2.4835 0.01 0.02 0.07
H 1.1244 1.6271 0.6904 0.05 0.04 0.06
H -1.7732 0.2048 -1.3728 -0.19 0.04 0.04
H -1.4242 1.8744 -0.8395 -0.04 -0.01 -0.01
H -1.1802 1.3916 -2.5381 -0.21 0.07 0.07



8.
22
Properties=species:S:1:pos:R:3:forces:R:3 method="wB97M-V/def2-TZVPD" lumo_ha=0.1286 de_lowest_kcal_mol=72.9 charge=-1 homo_lumo_gap_ev=6.753
C 0.3612 -2.6063 0.6138 0.41 -2.89 0.49
C -0.8404 -2.2224 0.1582 -0.36 1.05 -1.03
C 1.5791 -2.0200 1.0312 2.42 2.62 1.97
C -1.5355 -1.0030 -0.0676 0.57 0.11 1.23
C -2.7592 -0.8411 -0.7535 0.64 -1.66 -0.87
C 0.0322 2.4148 0.1209 2.90 2.12 -0.67
C 2.0712 -0.7183 0.9490 -3.85 -3.54 -1.29
C 1.1200 2.8891 -0.8858 -0.67 -2.82 -0.49
N -0.8554 1.5815 -0.3948 -0.24 -0.77 -1.81
O -3.3637 -1.5716 -1.5277 -0.40 1.45 0.75
O -3.0610 0.5030 -0.3481 -3.33 -0.29 -1.97
O 0.0790 2.8335 1.2545 -0.46 0.01 1.13
P -1.8365 0.6415 0.6642 1.81 -1.14 1.09
H 0.3413 -3.7521 0.7002 0.64 1.62 -0.12
H -1.2663 -3.1181 -0.2355 -1.40 -0.18 -0.30
H 2.2248 -2.6488 1.6832 -0.43 -0.05 -0.71
H 1.3897 -0.0705 0.4414 0.15 0.98 -0.26
H 2.9024 -0.4105 1.4584 1.99 0.75 0.96
H 0.7142 2.4578 -1.8145 0.91 0.71 -0.35
H 2.1293 2.4791 -0.7077 -0.63 -0.44 0.24
H 1.3103 3.9110 -0.9355 -0.43 1.93 -0.01
H -0.7369 1.2714 -1.4045 -0.23 0.40 2.02



9.
22
Properties=species:S:1:pos:R:3:forces:R:3 method="wB97M-V/def2-TZVPD" lumo_ha=0.0047 de_lowest_kcal_mol=38.7 charge=0 homo_lumo_gap_ev=8.953
C -1.0577 1.5751 0.1361 0.68 -0.08 1.67
C 1.3430 -0.1706 -1.0512 0.25 0.32 1.05
C -1.8595 -0.5567 -0.1059 -1.48 -2.19 0.96
C 0.1735 1.1957 0.9103 0.59 -3.09 0.14
C 0.1029 -0.6075 -1.6649 -1.64 0.86 -4.81
C -1.0074 -1.1816 -0.9271 -1.29 -1.86 0.64
C 1.2731 0.1666 0.4188 -0.02 -0.97 0.98
C 1.1838 -1.1802 1.2506 -0.20 2.07 -1.11
N -2.0463 0.7960 0.0279 -0.42 0.65 -1.43
O 2.4046 -0.1144 -1.6101 0.32 0.07 -0.49
O -2.8532 -1.2908 0.5842 0.48 3.59 0.26
O 2.5589 0.5026 0.8717 -1.42 1.68 2.70
O 1.4362 -2.2159 0.7702 0.40 -2.61 -1.13
H -1.0664 2.6810 0.0530 -1.01 -0.69 -0.45
H 0.6955 2.0548 1.0573 1.66 2.56 0.58
H -0.1273 0.8308 1.9375 0.01 0.40 -1.03
H -0.3258 0.2379 -2.3960 0.91 -0.79 1.82
H 0.3377 -1.2702 -2.5283 0.34 -0.01 0.82
H 1.0943 -1.0900 2.3131 -0.37 0.64 1.21
H -1.3086 -2.2558 -1.1560 0.79 1.42 0.48
H 3.2886 0.4105 0.3012 0.80 -0.48 -1.99
H -2.9794 -2.2038 0.4400 0.62 -1.48 -0.88



10.
24
Properties=species:S:1:pos:R:3:forces:R:3 method="wB97M-V/def2-TZVPD" lumo_ha="-0.4894 / -0.5799" s_squared=0.75 spin_multiplicity=2 charge=+3 homo_lumo_gap_ev="6.609 / 4.147"
Ti 0.2600 -0.2178 1.0054 -0.09 -0.05 2.83
O 0.0542 2.8592 -0.0368 0.23 -4.06 1.37
C 0.1261 1.7668 0.3324 -0.12 5.04 -1.49
C 0.0984 -2.0902 0.1561 -0.21 -6.08 -1.98
O 0.0009 -3.1836 -0.2300 0.38 4.82 1.63
C 2.0908 -0.1231 0.0489 5.24 0.18 -2.00
O 3.1546 -0.0641 -0.3994 -4.04 -0.22 1.62
C -1.7301 -0.1868 0.3747 -4.41 0.03 -1.05
O -2.8299 -0.1825 0.0495 3.26 -0.02 0.95
C 0.0042 0.7623 -3.8910 -0.05 3.94 -0.09
H -0.9260 1.3289 -3.8553 0.02 -0.09 -0.01
H 0.9233 1.3475 -3.9066 -0.02 -0.09 0.02
C 0.0153 -0.5790 -3.9758 0.03 -3.86 -0.75
H 0.9427 -1.1386 -4.0872 0.01 0.06 0.04
H -0.9043 -1.1607 -4.0168 -0.01 0.07 0.07
C -1.2823 0.7712 3.9887 -0.10 0.11 0.30
C -0.0468 -0.0733 4.0441 1.10 -0.62 2.52
N 0.6414 -0.4958 5.1196 -1.37 0.83 -2.38
O 0.4511 -0.4589 2.9290 0.07 0.03 -2.81
H -1.6253 1.0967 4.9774 0.05 -0.07 -0.28
H -2.0949 0.1982 3.4926 0.46 0.18 0.40
H -1.0711 1.6661 3.3650 -0.03 -0.41 0.44
H 1.4579 -1.0761 4.9270 -0.18 0.16 0.31
H 0.4123 -0.2643 6.0696 -0.23 0.12 0.35



11.
24
Properties=species:S:1:pos:R:3:forces:R:3 method="wB97M-V/def2-TZVPD" lumo_ha="0.0049 / -0.1494" s_squared=6.03 spin_multiplicity=5 charge=0 homo_lumo_gap_ev="9.636 / 5.653"
Rh 0.2333 0.2658 0.0260 0.24 -0.04 -0.26
Cl 3.3169 -0.4603 -1.9102 0.00 0.02 0.10
C 3.3345 -0.3722 -0.1831 0.11 -0.11 -0.14
C 2.1282 -0.3661 0.4928 -0.30 0.17 0.06
C 2.1713 -0.2820 1.8714 -0.25 0.12 0.27
Cl 0.5900 -0.2154 2.6562 0.21 0.00 0.12
C 3.3298 -0.1556 2.6138 0.08 -0.17 -0.01
Cl 3.2826 0.0032 4.3214 0.04 -0.01 -0.06
C 4.5343 -0.1793 1.9086 0.09 0.01 -0.02
Cl 6.0151 -0.0609 2.7663 -0.04 0.00 -0.02
C 4.5404 -0.2909 0.5117 0.03 -0.01 -0.03
Cl 6.0334 -0.3060 -0.3385 -0.04 0.00 0.03
N -2.5501 2.3905 -0.1246 -0.02 0.02 0.07
C -2.8135 1.0664 -0.1839 -0.04 0.38 -0.05
N -4.0666 0.6005 -0.2141 -0.02 -0.30 0.02
N -3.9309 -0.7008 -0.2652 0.30 0.05 -0.05
N -2.6320 -1.0315 -0.2730 -0.32 0.09 0.04
N -1.9171 0.0720 -0.2232 0.04 -0.31 -0.06
C -1.3387 2.9985 -0.0731 -0.40 -0.06 -0.05
N -1.2060 4.3229 0.0046 0.24 0.07 -0.24
N 0.0940 4.5184 -0.0009 0.06 -0.31 0.30
N 0.7389 3.3508 -0.0360 -0.17 0.31 -0.27
N -0.1547 2.3835 -0.1105 0.17 0.05 0.27
H -3.3597 3.0022 -0.1004 0.00 0.01 0.01



12.
30
Properties=species:S:1:pos:R:3:forces:R:3 method="wB97M-V/def2-TZVPD" lumo_ha=0.0007 de_lowest_kcal_mol=0.0 smiles="O=P(O)(C(F)(F)C(F)(F)C(F)(F)C(F)(F)F)C(F)(F)C(F)(F)C(F)(F)C(F)(F)F" charge=0 homo_lumo_gap_ev=11.432
O 1.3702 1.3412 -1.8619 0.23 -0.67 1.60
F -2.8413 -3.1522 -1.2438 1.60 0.26 -0.03
F -1.7839 -4.9626 -1.6706 0.83 1.24 -0.16
F -0.9551 -3.6511 -0.1297 -0.78 0.57 -2.15
F 2.8957 1.2812 3.6368 -1.39 0.49 0.36
F 1.7964 2.7079 4.9395 0.10 -0.92 -1.19
F 0.8820 0.7962 4.4373 0.72 0.54 -0.47
F 0.5070 -3.4397 -2.5041 -1.22 0.76 0.79
F -1.2883 -3.3138 -3.7025 0.00 1.05 1.87
F -0.2032 2.9168 3.1334 0.68 -0.53 -0.64
F 1.7771 3.5012 2.3384 -0.73 -1.16 0.12
F -1.9715 -0.9207 -2.5793 0.33 -0.31 0.39
F 0.0798 -0.9606 -3.3404 -0.44 -0.45 0.86
F 2.0851 1.1853 0.9486 -1.22 0.48 0.85
F 0.3560 0.2112 1.9059 0.48 0.83 0.22
F 0.9962 -1.3986 -0.6591 -1.56 0.58 -0.24
F -1.1336 -0.9430 0.0124 0.86 -0.60 -0.99
F 0.0564 3.2593 0.1590 -0.21 -1.20 0.35
F -1.3976 1.6814 0.8463 0.51 0.74 0.05
O -0.9376 1.6404 -2.3313 -0.93 -0.59 2.08
C -1.5798 -3.6502 -1.3709 -1.68 -2.41 2.11
C 1.6687 1.7762 3.9476 0.49 0.05 1.40
C -0.7746 -2.9323 -2.4587 1.13 -2.18 -2.09
C 1.0012 2.4373 2.7186 0.40 0.41 0.18
C -0.7401 -1.4186 -2.3391 0.37 1.05 -1.12
C 0.8532 1.4163 1.5201 0.53 0.05 -0.61
C -0.2012 -0.8245 -1.0063 -0.42 0.26 0.83
C -0.1168 1.9255 0.4258 -0.98 -0.14 -0.30
P 0.0774 1.0204 -1.2103 2.46 2.04 -3.84
H -0.4777 2.4701 -2.5616 -0.14 -0.26 -0.23